A 8-piece molecular cluster, C28H73N17O11PSSi overall in a non-equilibrium geometry. Source: the OMol25 dataset; level of theory: ωB97M-V/def2-TZVPD.

Properties
- Highest occupied orbital energy: -0.1520 Ha
- LUMO: 1.63 eV
- Net charge: -1
- Largest force on an atom: 6.21 eV Å⁻¹

Each line ends with the Löwdin charge.
Positions of all 132 atoms, in Å:
C  2.5799  -1.6966  4.6907  -0.134
C  3.7976  -2.4224  3.9449  -0.271
C  4.1945  -1.7457  2.5355  -0.222
C  2.9624  -1.7804  1.4598  -0.227
C  2.8794  -0.3122  0.8315  -0.267
P  1.6581  -0.1602  -0.6801  0.548
C  0.2860  0.2925  -1.9851  -0.254
C  0.7361  0.1124  -3.5133  -0.290
C  0.0357  -1.0841  -4.3177  -0.139
C  2.8049  1.2680  -1.2255  -0.367
C  2.9703  2.4509  -0.1503  -0.498
S  2.7126  4.1147  -1.0039  0.884
C  1.5802  4.9768  0.1911  -0.535
N  1.7251  6.2514  0.8135  -0.005
N  0.6365  6.3562  1.6127  -0.056
C  -0.2304  5.2310  1.5635  -0.092
O  0.3991  4.3507  0.6336  -0.067
O  2.3788  -1.4311  -1.5951  -0.297
C  1.5401  -2.6298  -1.5566  -0.155
C  0.3084  -2.5232  -0.4756  -0.402
C  -1.1829  -2.7790  -0.9957  -0.091
C  -2.3120  -1.9455  -0.2404  -0.253
O  -3.2342  -2.8210  0.4703  -0.286
Si  -4.5318  -1.9816  1.2429  0.462
C  -4.3705  -0.0837  1.3201  -0.187
C  -6.1464  -2.5511  0.3373  -0.198
C  -4.6816  -2.6923  3.0349  -0.208
C  0.5822  -3.8757  0.3931  -0.210
N  -0.1429  -3.8847  1.7029  -0.105
C  0.3268  -5.1099  2.4404  -0.169
O  0.5451  -1.2635  0.1467  -0.295
H  1.8870  -2.5262  5.0898  0.071
H  2.8814  -0.9686  5.5075  0.063
H  1.9264  -1.1195  3.9367  0.074
H  3.5290  -3.5255  3.7644  0.092
H  4.7032  -2.3471  4.6547  0.091
H  4.3969  -0.6415  2.7712  0.094
H  5.1558  -2.1861  2.0988  0.098
H  3.2937  -2.5198  0.6575  0.098
H  2.0561  -2.1064  2.0580  0.087
H  2.4790  0.3727  1.6620  0.087
H  3.9642  -0.0489  0.5348  0.087
H  0.9396  0.8407  0.1186  0.022
H  0.1332  1.4264  -1.8272  0.072
H  -0.7228  -0.1809  -1.7359  0.069
H  0.4220  1.0824  -4.0594  0.091
H  1.8769  0.0649  -3.6619  0.095
H  -0.9957  -1.3790  -3.9457  0.063
H  0.7525  -1.9768  -4.4369  0.067
H  -0.1200  -0.7020  -5.3966  0.032
H  2.4737  1.7979  -2.1988  0.049
H  3.8460  0.8405  -1.4866  0.087
H  4.0412  2.3857  0.2491  0.077
H  2.2761  2.3862  0.7421  0.057
H  -1.2036  5.0392  2.1144  0.132
H  1.1171  -3.0126  -2.5431  0.098
H  2.3457  -3.4269  -1.3341  0.115
H  -1.2163  -2.4782  -2.0935  0.088
H  -1.5139  -3.8784  -0.9618  0.117
H  -1.9298  -1.1733  0.4987  0.113
H  -2.9436  -1.3674  -1.0179  0.122
H  -3.4765  0.3639  0.7819  0.033
H  -4.3517  0.3464  2.3884  0.046
H  -5.3026  0.3712  0.8128  0.045
H  -7.0458  -1.9953  0.7526  0.035
H  -6.2331  -3.6808  0.5338  0.050
H  -5.9478  -2.3345  -0.7733  0.035
H  -3.9078  -2.2376  3.7524  0.039
H  -5.7566  -2.5108  3.4039  0.037
H  -4.5059  -3.8250  2.9855  0.036
H  0.2426  -4.8242  -0.1790  0.124
H  1.6918  -4.0455  0.6047  0.094
H  -1.1365  -4.0853  1.4721  0.088
H  1.4687  -5.1032  2.5829  0.077
H  -0.1622  -5.1841  3.4804  0.079
H  0.0779  -6.0843  1.8985  0.071
C  4.4676  3.9761  3.5078  -0.709
O  5.5680  3.4989  3.2671  0.016
N  3.7542  3.6490  4.6139  0.171
N  3.8647  4.8759  2.6881  0.146
H  2.8510  4.0296  4.8291  0.096
H  4.1686  2.9827  5.2487  0.090
H  4.3626  5.1444  1.8533  0.113
H  2.9618  5.2792  2.8670  0.087
C  -0.1826  -0.7259  -8.3874  -0.686
O  -0.7622  -0.9594  -7.3399  0.022
N  1.0928  -0.2631  -8.4293  0.154
N  -0.7627  -0.9087  -9.6027  0.142
H  1.5879  -0.0646  -9.2788  0.091
H  1.5562  -0.1151  -7.5473  0.110
H  -1.7088  -1.2510  -9.6121  0.104
H  -0.3034  -0.7226  -10.4751  0.089
C  -6.0618  -4.8119  -3.1573  -0.692
O  -6.9037  -4.3015  -2.4297  0.003
N  -4.7282  -4.6633  -2.9462  0.159
N  -6.3880  -5.5678  -4.2345  0.146
H  -4.0214  -5.0718  -3.5292  0.094
H  -4.4469  -4.1074  -2.1536  0.093
H  -7.3657  -5.7004  -4.4235  0.060
H  -5.7146  -5.9943  -4.8432  0.092
C  -9.1534  -6.5016  -6.5373  -0.677
O  -7.9696  -6.5335  -6.2337  0.015
N  -9.9983  -5.5414  -6.0852  0.159
N  -9.7243  -7.4241  -7.3528  0.149
H  -10.9721  -5.4973  -6.3220  0.096
H  -9.6112  -4.8380  -5.4769  0.112
H  -9.1285  -8.1530  -7.7084  0.106
H  -10.6929  -7.4161  -7.6140  0.094
C  6.7490  1.9553  7.0977  -0.699
O  5.5465  1.8227  7.2695  0.012
N  7.4984  2.8331  7.8142  0.143
N  7.4384  1.2383  6.1774  0.160
H  8.4859  2.9573  7.6887  0.090
H  7.0210  3.3840  8.5076  0.102
H  6.9163  0.5773  5.6254  0.111
H  8.4247  1.3320  6.0201  0.094
C  5.7191  8.1844  3.3772  -0.700
O  5.0214  8.5125  2.4298  0.019
N  5.7493  6.9188  3.8607  0.164
N  6.5274  9.0632  4.0294  0.135
H  6.3160  6.6313  4.6372  0.097
H  5.1611  6.2333  3.4022  0.050
H  6.5324  10.0135  3.6991  0.099
H  7.1081  8.8154  4.8089  0.086
C  -3.9536  7.4529  -0.2034  -0.704
O  -4.9713  7.7097  -0.8294  0.012
N  -2.8376  6.9560  -0.7911  0.157
N  -3.8514  7.6432  1.1376  0.145
H  -1.9921  6.7391  -0.2929  0.077
H  -2.8723  6.8009  -1.7847  0.109
H  -4.6591  8.0110  1.6113  0.103
H  -3.0250  7.4393  1.6698  0.086

***

A 8-piece molecular cluster, C28H73N5O14 overall in a non-equilibrium geometry. Source: the OMol25 dataset; level of theory: ωB97M-V/def2-TZVPD.

Properties
- Highest occupied orbital energy (alpha / beta): -0.1466 / -0.3167 Ha
- Multiplicity: 2
- LUMO (alpha / beta): -2.42 / -2.45 eV
- Net charge: +1
- Largest force on an atom: 6.23 eV Å⁻¹

Each line ends with the Löwdin charge.
Positions of all 120 atoms, in Å:
C  17.1065  -7.1394  -19.0665  -0.041
N  16.9036  -6.9389  -17.4913  -0.316
C  18.1355  -7.5364  -16.7265  0.016
C  16.8396  -5.4462  -17.2770  -0.021
C  15.6223  -7.6398  -17.1027  -0.173
C  14.9787  -7.3959  -15.7325  -0.241
O  14.4844  -6.1178  -15.6028  -0.063
H  18.0642  -6.7019  -19.3486  0.089
H  16.2528  -6.6698  -19.5551  0.073
H  17.0960  -8.1900  -19.3567  0.045
H  19.0530  -7.0902  -17.1102  0.099
H  18.0713  -8.5955  -16.9761  0.066
H  17.8921  -7.3912  -15.6740  0.097
H  15.9446  -5.0396  -17.7479  0.098
H  17.7542  -4.9900  -17.6560  0.097
H  16.9142  -5.2444  -16.2085  0.107
H  15.9173  -8.6870  -17.1690  0.069
H  14.9448  -7.4938  -17.9440  0.098
H  15.7483  -7.7106  -15.0276  0.123
H  14.2124  -8.1698  -15.6886  0.111
H  14.1257  -6.0318  -14.7164  0.047
C  11.5555  -4.6875  -16.8743  0.004
N  11.7737  -3.3158  -16.2896  -0.289
C  13.2173  -3.3413  -15.7561  0.016
C  11.6982  -2.3178  -17.4356  0.007
C  10.7428  -2.9491  -15.1447  -0.049
C  9.3210  -3.4162  -15.3139  -0.211
O  8.8653  -3.0388  -16.6241  -0.088
H  11.6321  -5.4313  -16.0812  0.097
H  12.3632  -4.9452  -17.5593  0.096
H  10.5727  -4.7463  -17.3420  0.101
H  13.2790  -4.0330  -14.9160  0.075
H  13.3945  -2.3463  -15.3479  0.112
H  13.9275  -3.7082  -16.4971  0.088
H  12.5404  -2.5293  -18.0943  0.095
H  11.8755  -1.3371  -16.9941  0.104
H  10.7801  -2.4714  -18.0027  0.101
H  10.7281  -1.8618  -15.0706  0.127
H  11.1666  -3.2423  -14.1843  0.127
H  8.5595  -3.0008  -14.6538  0.130
H  9.2453  -4.4890  -15.1369  0.108
H  8.2932  -3.7239  -16.9774  0.044
C  13.2703  -11.4847  -16.7475  -0.027
N  12.2738  -11.0277  -17.8576  -0.314
C  12.4866  -9.5176  -18.0552  -0.008
C  12.5427  -11.8176  -19.1542  -0.028
C  10.8073  -11.3147  -17.2550  -0.047
C  9.6509  -10.8884  -18.1667  -0.257
O  9.4686  -11.6327  -19.3291  -0.047
H  14.2609  -11.2503  -17.1370  0.041
H  13.1716  -12.5592  -16.5928  0.094
H  13.0927  -10.8738  -15.8624  0.082
H  13.5707  -9.4365  -18.1335  0.048
H  12.0164  -9.1285  -17.1521  0.100
H  11.9706  -9.2086  -18.9643  0.093
H  13.5008  -11.4366  -19.5080  0.056
H  11.8356  -11.6511  -19.9668  0.089
H  12.5105  -12.8690  -18.8688  0.095
H  10.8864  -10.8371  -16.2784  0.114
H  10.8433  -12.3986  -17.1449  0.117
H  9.7108  -9.8368  -18.4473  0.107
H  8.7011  -10.8765  -17.6321  0.116
H  8.7341  -12.2400  -19.2135  0.094
C  11.2852  -8.7024  -10.5921  0.051
N  10.0642  -7.9939  -9.9911  -0.319
C  10.6232  -6.8069  -9.2200  0.013
C  9.0785  -7.4931  -11.0674  0.054
C  9.2726  -8.7868  -8.9806  -0.095
C  8.5181  -10.0325  -9.5649  -0.246
O  9.2889  -10.9226  -10.3082  -0.039
H  11.8201  -9.3112  -9.8631  0.114
H  11.8132  -7.8810  -11.0765  0.111
H  10.9589  -9.4043  -11.3595  0.089
H  9.8659  -6.2527  -8.6655  0.109
H  11.2452  -6.1988  -9.8769  0.096
H  11.2470  -7.1904  -8.4126  0.110
H  9.5752  -6.7224  -11.6568  0.109
H  8.1553  -7.1214  -10.6230  0.112
H  8.8558  -8.4180  -11.5996  0.066
H  8.7031  -8.0529  -8.4103  0.134
H  10.0276  -9.2030  -8.3136  0.130
H  7.6912  -9.6963  -10.1904  0.095
H  7.9661  -10.4697  -8.7328  0.124
H  9.9431  -11.3606  -9.7588  0.107
C  6.6386  -9.6250  -13.3859  0.017
N  5.8394  -10.8885  -13.6607  -0.323
C  6.9157  -12.0458  -13.8394  0.042
C  5.0650  -11.2317  -12.3981  0.014
C  4.9355  -10.9457  -14.8949  -0.084
C  3.7875  -9.9903  -14.8040  -0.265
O  4.1300  -8.6555  -14.9197  -0.014
H  7.4195  -9.7624  -12.6380  0.080
H  6.0028  -8.8495  -12.9589  0.107
H  7.0301  -9.3574  -14.3673  0.107
H  7.4260  -12.3780  -12.9353  0.103
H  7.6276  -11.7299  -14.6019  0.102
H  6.2428  -12.8595  -14.1097  0.092
H  4.4942  -12.1505  -12.5327  0.115
H  4.4555  -10.3383  -12.2622  0.100
H  5.7962  -11.3473  -11.5980  0.101
H  4.5912  -11.9794  -14.8630  0.131
H  5.6011  -10.8439  -15.7520  0.148
H  3.1152  -10.0745  -13.9502  0.128
H  3.2369  -10.3342  -15.6796  0.131
H  3.4577  -8.0603  -14.5801  0.112
O  11.7613  -5.2836  -12.2355  0.020
C  13.0604  -4.9988  -12.0057  -0.907
O  13.3171  -4.3855  -10.9729  -0.022
O  13.8727  -5.2774  -12.8816  -0.034
H  11.7485  -5.8584  -13.0043  0.030
O  8.6478  -7.5874  -17.6442  0.099
C  8.1791  -6.6562  -16.8418  -0.889
O  8.2450  -6.9622  -15.6498  -0.030
O  7.7905  -5.5406  -17.2324  -0.018
H  8.6394  -8.0430  -16.7992  0.050
O  9.8612  -8.7965  -14.0549  0.033
C  11.1599  -8.4387  -14.0302  -0.898
O  11.3555  -7.2386  -14.1532  -0.011
O  12.0319  -9.3215  -14.0236  -0.038
H  9.6944  -7.8921  -14.3304  0.050